Entry 1:
Molecular formula: C3H7NO2
Method: DFT, ωB97M-V/def2-TZVPD

Largest force on an atom (eV/A): 0.48
HOMO (Eh): -0.2832
Net charge: 0
Gap between HOMO and LUMO (hartree): 0.316
SMILES string: CO/C(N)=C/O
Molecular weight (Da): 89.094

CARTESIAN COORDINATES (ANGSTROEM)
C -1.5161 1.1203 -0.5774
O -0.0946 1.1449 -0.7626
C 0.5590 0.0973 -0.2037
N 1.8324 -0.1634 -0.7058
C -0.0162 -0.7151 0.6939
O 0.5991 -1.9156 1.0229
H -1.7983 1.5442 0.3945
H -1.9360 0.1036 -0.6283
H -1.9287 1.7228 -1.3833
H 2.4028 -0.6212 -0.0029
H 2.3057 0.6121 -1.1474
H -0.8611 -0.4128 1.2954
H 0.4842 -2.4809 0.2460

Quick look at the natural (NBO) charges, all values in e:
1 C -0.26
2 O -0.50
3 C 0.43
4 N -0.83
5 C -0.12
6 O -0.72
7 H 0.18
8 H 0.19
9 H 0.19
10 H 0.39
11 H 0.39
12 H 0.18
13 H 0.48


Entry 2:
Molecular formula: C44H64O36
Method: DFT, ωB97M-V/def2-TZVPD

Largest force on an atom (eV/A): 5.22
HOMO (spin up / spin down) (Eh): -0.0063 / -0.3149
Net charge: -1
Gap between HOMO and LUMO (spin up / spin down) (hartree): 0.066 / 0.372
Molecular weight (Da): 1168.960
Spin multiplicity: 2

CARTESIAN COORDINATES (ANGSTROEM)
C -0.4151 -4.8065 -2.5590
C 0.2464 -3.4698 -3.0500
O 1.5642 -3.8287 -3.3166
C 1.7261 -5.1252 -3.2896
O 2.7032 -5.7401 -3.7220
O 0.5928 -5.6779 -2.8614
H -1.3533 -4.9753 -3.0875
H -0.6732 -4.7015 -1.5053
H 0.2865 -2.8203 -2.1756
H -0.3242 -3.0187 -3.8618
C -1.6655 3.1123 0.9730
C -3.1761 3.2114 1.1141
O -3.4585 2.1660 1.8986
C -2.3660 1.4817 2.3162
O -2.2669 0.5425 3.0365
O -1.3042 1.9676 1.6921
H -1.1040 3.9866 1.3022
H -1.3804 2.9302 -0.0631
H -3.5884 3.1874 0.1053
H -3.3595 4.1502 1.6366
C -2.1524 -0.8270 -4.8030
C -1.1705 0.3316 -5.1076
O -0.5530 -0.2340 -6.2892
C -0.9926 -1.4290 -6.6551
O -0.6811 -2.0569 -7.6743
O -1.8984 -1.7636 -5.8406
H -3.1818 -0.5049 -4.9604
H -2.0172 -1.2680 -3.8154
H -0.5516 0.5266 -4.2318
H -1.7181 1.2275 -5.3999
C 2.0176 1.8104 -3.0009
C 3.1807 2.2922 -3.7898
O 3.9735 1.1467 -3.9934
C 3.2699 0.0805 -3.6776
O 3.5988 -1.1002 -3.8571
O 2.1138 0.4527 -3.2036
H 1.0379 2.1456 -3.3413
H 2.0250 2.1057 -1.9517
H 3.7823 2.9569 -3.1698
H 2.9142 2.6454 -4.7860
C 2.7998 -3.7365 0.4344
C 3.2722 -5.1875 0.7913
C 2.6757 -5.9169 2.0056
O 2.4674 -7.2395 1.5425
C 2.6338 -7.2890 0.2574
O 2.5851 -8.2593 -0.5167
O 2.8618 -6.0712 -0.2149
H 1.7361 -3.8502 0.2252
H 3.2109 -3.1956 -0.4179
H 2.9185 -3.0657 1.2853
H 4.3495 -5.2462 0.9467
H 1.6664 -5.6106 2.2807
H 3.3438 -5.8497 2.8642
C -0.7040 0.2794 6.0371
C 0.3209 1.3755 5.5619
C 1.5222 1.6339 6.4746
O 2.6270 1.2674 5.7607
C 2.2797 0.8471 4.4998
O 2.9976 0.1995 3.7080
O 0.8616 0.9512 4.3870
H -0.1917 -0.6819 5.9994
H -1.5432 0.2621 5.3417
H -1.1359 0.3829 7.0325
H -0.2080 2.3270 5.5080
H 1.6273 1.0800 7.4074
H 1.6488 2.6789 6.7573
C -4.2446 2.8957 -2.9730
C -4.4259 3.5472 -4.3768
C -4.1014 4.9900 -4.6438
O -3.4407 4.9503 -5.8941
C -3.0864 3.7248 -6.2449
O -2.4648 3.4248 -7.2993
O -3.5361 2.8741 -5.2828
H -4.9226 3.2803 -2.2110
H -3.2511 3.0894 -2.5685
H -4.3361 1.8107 -2.9238
H -5.4604 3.4385 -4.7025
H -3.4573 5.5139 -3.9375
H -5.0080 5.5952 -4.6440
C -3.7303 -2.1551 4.5588
C -2.2618 -2.4502 4.1246
C -1.3777 -3.2785 5.0871
O -0.8917 -4.3169 4.2648
C -1.1122 -3.9527 2.9505
O -0.6659 -4.6009 2.0082
O -2.0795 -3.0062 2.8978
H -4.1769 -3.1487 4.5218
H -4.2993 -1.5113 3.8880
H -3.8425 -1.7376 5.5594
H -1.7788 -1.4918 4.3153
H -1.9301 -3.7088 5.9224
H -0.7123 -2.5306 5.5184
C 6.8839 3.4350 -1.8331
C 6.4063 1.9977 -2.1700
C 7.4047 0.8375 -1.7991
O 6.5665 -0.1712 -1.2466
C 5.5106 0.4644 -0.5839
O 4.8201 -0.0573 0.2833
O 5.3483 1.6784 -1.1815
H 6.0208 4.0723 -2.0253
H 7.7277 3.7085 -2.4666
H 7.3054 3.5125 -0.8309
H 6.0645 1.7251 -3.1685
H 8.1417 1.0984 -1.0396
H 7.7887 0.3855 -2.7136
C 1.2612 -0.2829 1.2080
C 0.5837 -0.7745 -0.1191
C -0.7148 -1.6139 0.0827
O -1.6349 -0.9912 -0.7661
C -1.0722 0.0428 -1.3553
O -1.6396 0.7688 -2.1340
O 0.1145 0.3280 -0.7782
H 2.0818 0.3911 0.9620
H 1.7253 -1.0239 1.8589
H 0.4258 0.2418 1.6716
H 1.2369 -1.2592 -0.8448
H -1.0046 -1.5819 1.1330
H -0.3852 -2.6284 -0.1416
C -4.4224 -0.8911 0.3024
C -5.9114 -0.7106 0.5319
C -6.8223 -1.9968 0.3685
O -7.5501 -1.9471 1.6055
C -7.0431 -1.0123 2.4636
O -7.4761 -0.7309 3.6084
O -6.0097 -0.3704 1.9210
H -4.1621 -1.2232 -0.7026
H -3.9663 -1.6401 0.9498
H -3.8970 0.0381 0.5224
H -6.3246 0.0086 -0.1752
H -6.2258 -2.9086 0.3978
H -7.4535 -1.8853 -0.5131
C 3.3916 3.4836 1.3095
C 2.7679 4.1436 2.5575
C 2.2950 5.5294 2.3910
O 1.0942 5.5691 3.0696
C 0.6924 4.3176 3.3475
O -0.4205 3.9986 3.7266
O 1.5560 3.4660 2.8838
H 2.7270 3.5576 0.4487
H 3.4209 2.4318 1.5942
H 4.2778 4.0053 0.9483
H 3.4266 4.0966 3.4246
H 2.2920 5.7359 1.3207
H 3.0661 6.1903 2.7870

Here are the Mulliken charges for atoms 1 to 99, given in e:
1 C -0.13
2 C 0.84
3 O -0.25
4 C 0.65
5 O -0.62
6 O -0.38
7 H 0.34
8 H 0.13
9 H -0.39
10 H -0.32
11 C -1.00
12 C 0.01
13 O -0.44
14 C 0.68
15 O -0.64
16 O 0.43
17 H 0.05
18 H 0.19
19 H -0.19
20 H 0.55
21 C 0.05
22 C 1.49
23 O -0.44
24 C 0.67
25 O -0.65
26 O -0.42
27 H 0.21
28 H -0.02
29 H -0.44
30 H -0.45
31 C -0.32
32 C -0.70
33 O -0.22
34 C 0.66
35 O -0.65
36 O 0.38
37 H 0.43
38 H -0.17
39 H 0.25
40 H 0.25
41 C -0.87
42 C 0.15
43 C -0.05
44 O -0.37
45 C 0.63
46 O -0.63
47 O -0.27
48 H -0.08
49 H 0.52
50 H 0.34
51 H 0.31
52 H 0.02
53 H 0.31
54 C -1.43
55 C 0.92
56 C -0.73
57 O -0.34
58 C 0.34
59 O -0.55
60 O 0.48
61 H 0.37
62 H 0.02
63 H 0.35
64 H 0.17
65 H 0.27
66 H 0.33
67 C -1.65
68 C 0.61
69 C -0.96
70 O -0.16
71 C 0.51
72 O -0.60
73 O -0.23
74 H 0.55
75 H 0.47
76 H 0.07
77 H 0.26
78 H 0.51
79 H 0.32
80 C -1.65
81 C 2.01
82 C 0.01
83 O -0.33
84 C 0.51
85 O -0.57
86 O -0.25
87 H 0.55
88 H 0.09
89 H 0.36
90 H -0.87
91 H 0.30
92 H 0.00
93 C -1.84
94 C 0.43
95 C -0.60
96 O -0.37
97 C 0.47
98 O -0.45
99 O 0.41


Entry 3:
Molecular formula: C48H61F5O18
Method: DFT, ωB97M-V/def2-TZVPD

Largest force on an atom (eV/A): 2.81
HOMO (Eh): -0.3340
Net charge: 0
Gap between HOMO and LUMO (hartree): 0.355
SMILES string: COC(=O)OC.COC(=O)OC.COC(=O)OC.COC(=O)OC.COC(=O)OC.COC(=O)OC.Fc1ccccc1.Fc1ccccc1.Fc1ccccc1.Fc1ccccc1.Fc1ccccc1
Molecular weight (Da): 1020.988

CARTESIAN COORDINATES (ANGSTROEM)
C 1.6785 -1.0916 -0.9227
O 0.9710 0.1382 -0.9520
C 0.4676 0.6290 0.1538
O 0.4152 0.1295 1.2438
O 0.0269 1.8685 -0.1160
C -0.4929 2.5538 1.0196
H 1.5687 -1.5834 -1.8874
H 1.2866 -1.8156 -0.2078
H 2.7382 -0.9142 -0.7517
H -0.8222 3.5376 0.6953
H 0.2514 2.7556 1.7937
H -1.2903 1.9805 1.4808
C 8.0655 3.5434 0.1005
O 7.2646 3.0945 -0.9934
C 6.1932 2.3511 -0.7642
O 5.9864 1.8748 0.3241
O 5.5278 2.2146 -1.8985
C 4.4042 1.3539 -1.8455
H 8.7198 4.2983 -0.3204
H 8.6652 2.7199 0.4862
H 7.3891 3.9054 0.8714
H 4.0031 1.3270 -2.8582
H 3.6126 1.7443 -1.2037
H 4.6173 0.3248 -1.5523
C 2.6912 -3.9328 -3.1516
O 4.0152 -3.5449 -2.9229
C 4.6027 -2.5567 -3.5965
O 4.0152 -1.8016 -4.3480
O 5.8725 -2.5301 -3.3580
C 6.6513 -1.5327 -4.0442
H 2.1383 -4.3529 -2.3077
H 2.7238 -4.7260 -3.9061
H 2.0654 -3.0943 -3.4711
H 7.6085 -1.4175 -3.5490
H 6.1058 -0.5933 -4.0142
H 6.7935 -1.8044 -5.0865
C -3.1960 -6.1616 -3.5044
O -2.6905 -5.0499 -2.8110
C -2.3569 -3.9649 -3.5293
O -2.0342 -3.9714 -4.6820
O -2.6152 -2.9091 -2.7573
C -2.0648 -1.6805 -3.2148
H -2.4321 -6.8016 -3.9472
H -3.9179 -5.8419 -4.2626
H -3.8009 -6.7630 -2.8239
H -1.0592 -1.5389 -2.8239
H -2.6444 -0.7989 -2.9263
H -2.1625 -1.5770 -4.2971
C -7.2005 2.4295 2.1139
O -6.4264 1.3305 2.6574
C -5.1168 1.4456 2.5246
O -4.5157 2.4736 2.3390
O -4.5648 0.2672 2.7469
C -3.1517 0.2293 2.5313
H -8.1818 2.4752 2.5727
H -7.1917 2.2955 1.0372
H -6.6833 3.3310 2.4449
H -2.6116 0.8365 3.2629
H -2.8857 0.7628 1.6199
H -2.8357 -0.7984 2.6575
C -0.9948 3.9613 -5.3000
O -0.6678 2.6728 -4.7713
C 0.3052 1.9845 -5.3360
O 1.1821 2.3962 -6.0511
O 0.2092 0.7387 -4.8623
C 1.0676 -0.2686 -5.3689
H -1.8047 4.4196 -4.7443
H -1.3057 3.8432 -6.3373
H -0.1080 4.5888 -5.2284
H 0.4822 -0.8109 -6.1120
H 1.4867 -0.9034 -4.5898
H 1.9649 0.1421 -5.8355
F -2.1417 -1.7978 4.9824
C -1.3375 -0.7179 5.0170
C -0.1192 -0.7516 4.3930
C 0.7211 0.3628 4.3576
C 0.3211 1.4695 5.0613
C -0.8834 1.4893 5.7716
C -1.7896 0.4285 5.6804
H 0.0210 -1.6014 3.7308
H 1.6258 0.3511 3.7692
H 1.0021 2.3122 5.0950
H -1.1433 2.3024 6.4337
H -2.7535 0.4786 6.1646
F -0.3520 5.9215 2.0196
C -0.9636 5.5636 3.1496
C -2.3201 5.2579 3.2047
C -2.9343 4.9607 4.4307
C -2.1786 4.9764 5.6003
C -0.8400 5.3140 5.5854
C -0.2887 5.6357 4.3577
H -3.0154 5.2282 2.3742
H -4.0004 4.8284 4.5374
H -2.7765 4.9872 6.5069
H -0.3448 5.4178 6.5401
H 0.7593 5.9170 4.4127
F -0.7761 -3.6910 -0.6501
C -0.9787 -4.2128 0.5713
C -0.8339 -5.5743 0.7521
C -1.0936 -6.1374 1.9811
C -1.4536 -5.3572 3.0741
C -1.5572 -3.9752 2.9067
C -1.3326 -3.4055 1.6447
H -0.5058 -6.1814 -0.0827
H -1.1153 -7.2112 2.1193
H -1.6807 -5.8746 3.9953
H -1.7048 -3.3774 3.7946
H -1.4839 -2.3379 1.5449
F 5.3259 -2.0224 3.1588
C 4.4590 -2.8275 2.5376
C 4.7235 -3.2548 1.2588
C 3.8171 -4.0020 0.5258
C 2.5622 -4.2334 1.0763
C 2.2781 -3.8408 2.4073
C 3.2075 -3.0758 3.1018
H 5.6385 -3.0006 0.7346
H 3.9587 -4.2051 -0.5260
H 1.6494 -4.4656 0.5462
H 1.2496 -3.8887 2.7376
H 2.9507 -2.6988 4.0835
F -5.6658 4.5907 -3.1836
C -4.7869 3.6651 -2.7480
C -3.9502 2.9866 -3.6375
C -3.0851 2.0244 -3.1128
C -3.0168 1.8068 -1.7454
C -3.8908 2.4427 -0.8827
C -4.7388 3.4196 -1.4031
H -4.0399 3.2810 -4.6747
H -2.3765 1.4841 -3.7213
H -2.4677 0.9875 -1.2955
H -4.1190 2.1148 0.1199
H -5.4415 3.8772 -0.7157

Here are the Mulliken charges for atoms 1 to 99, given in e:
1 C 0.17
2 O 0.02
3 C 0.54
4 O -0.41
5 O -0.24
6 C -0.40
7 H -0.39
8 H 0.00
9 H 0.23
10 H 0.18
11 H 0.42
12 H -0.08
13 C -0.63
14 O -0.36
15 C 0.71
16 O -0.56
17 O -0.35
18 C -0.61
19 H 0.21
20 H 0.28
21 H 0.31
22 H 0.34
23 H 0.47
24 H 0.17
25 C -0.31
26 O -0.32
27 C 0.95
28 O -0.58
29 O -0.35
30 C -0.62
31 H 0.08
32 H 0.39
33 H -0.01
34 H 0.25
35 H 0.27
36 H 0.29
37 C -0.78
38 O -0.25
39 C 0.69
40 O -0.55
41 O -0.31
42 C -0.53
43 H 0.30
44 H 0.33
45 H 0.25
46 H 0.21
47 H 0.11
48 H 0.47
49 C -0.60
50 O -0.45
51 C 0.84
52 O -0.46
53 O -0.51
54 C 0.77
55 H 0.26
56 H 0.26
57 H 0.24
58 H -0.12
59 H -0.35
60 H 0.13
61 C -0.88
62 O -0.13
63 C 0.59
64 O -0.60
65 O -0.04
66 C -0.63
67 H 0.32
68 H 0.35
69 H 0.32
70 H 0.34
71 H -0.10
72 H 0.44
73 F -0.42
74 C 0.10
75 C 0.50
76 C -0.51
77 C -0.62
78 C -0.55
79 C -0.52
80 H 0.09
81 H 0.47
82 H 0.42
83 H 0.46
84 H 0.50
85 F -0.36
86 C 0.21
87 C -0.11
88 C -0.51
89 C -0.37
90 C -0.66
91 C -0.21
92 H 0.36
93 H 0.43
94 H 0.40
95 H 0.43
96 H 0.39
97 F -0.15
98 C -0.01
99 C -0.40